Record 1
DFT (wB97M-V/def2-TZVPD) results for the ion C27H45N2 with charge +1.

## Properties
energy relative to the best compared isomer or geometry (same formula, charge and spin)	2.41	kcal/mol
electronic energy	-31705.2284	eV

Geometry as ORCA input:
```
! RIJCOSX wB97M-V def2-TZVPD def2/J DEFGRID3
* xyz 1 1
C -10.7213 -2.6123 0.0790
C -9.2999 -3.1604 0.1036
C -8.2743 -2.0660 0.3907
C -6.8483 -2.6121 0.4034
C -5.8020 -1.5731 0.8078
C -5.6278 -0.4562 -0.2192
C -4.5114 0.5086 0.1744
C -4.3427 1.6276 -0.8514
C -3.3257 2.6903 -0.4344
C -1.8876 2.1771 -0.4078
C -0.8983 3.2939 -0.0831
C 0.5447 2.7947 -0.0490
C 1.5196 3.9252 0.2747
C 2.9661 3.4585 0.4478
C 3.5863 2.9743 -0.8621
C 5.0673 2.6134 -0.7104
N 5.2531 1.4993 0.1936
C 5.6135 1.6187 1.5054
C 5.6254 0.3707 2.0394
N 5.2627 -0.4948 1.0494
C 5.2003 -1.9365 1.1675
C 6.3338 -2.5994 0.4147
C 7.6451 -2.1979 0.6402
C 8.6855 -2.8070 -0.0384
C 8.4241 -3.8233 -0.9427
C 7.1197 -4.2286 -1.1682
C 6.0759 -3.6155 -0.4958
C 5.0414 0.2047 -0.0706
C 4.6350 -0.3914 -1.3581
H -10.9731 -2.1618 1.0367
H -10.8247 -1.8531 -0.6933
H -11.4350 -3.4071 -0.1240
H -9.2239 -3.9367 0.8685
H -9.0726 -3.6230 -0.8597
H -8.4949 -1.6125 1.3600
H -8.3667 -1.2887 -0.3697
H -6.8010 -3.4458 1.1088
H -6.6029 -3.0053 -0.5862
H -4.8415 -2.0785 0.9422
H -6.0813 -1.1374 1.7701
H -5.3994 -0.8947 -1.1937
H -6.5596 0.1025 -0.3162
H -3.5780 -0.0498 0.2731
H -4.7422 0.9460 1.1487
H -5.3098 2.1141 -0.9961
H -4.0449 1.1981 -1.8110
H -3.3845 3.5251 -1.1371
H -3.5900 3.0729 0.5538
H -1.6424 1.7465 -1.3820
H -1.7923 1.3879 0.3402
H -0.9866 4.0840 -0.8317
H -1.1529 3.7284 0.8859
H 0.6350 2.0100 0.7071
H 0.7854 2.3558 -1.0197
H 1.2005 4.4022 1.2031
H 1.4750 4.6793 -0.5129
H 3.5571 4.2935 0.8308
H 2.9919 2.6587 1.1931
H 3.0368 2.1102 -1.2358
H 3.5116 3.7666 -1.6075
H 5.6153 3.4640 -0.3012
H 5.4993 2.3603 -1.6814
H 5.8339 2.5647 1.9546
H 5.8541 0.0451 3.0332
H 5.2608 -2.1836 2.2304
H 4.2385 -2.2874 0.7844
H 7.8559 -1.4127 1.3528
H 9.7009 -2.4925 0.1451
H 9.2366 -4.3013 -1.4667
H 6.9114 -5.0228 -1.8677
H 5.0599 -3.9392 -0.6695
H 4.6901 0.3344 -2.1631
H 5.2797 -1.2372 -1.5975
H 3.6104 -0.7616 -1.2996
*
```

Record 2
DFT (wB97M-V/def2-TZVPD) results for a structure of composition C27H46BrN3OP2W.

## Properties
energy relative to the best compared isomer or geometry (same formula, charge and spin)	66.84	kcal/mol
<S²>	2.08
electronic energy	-125660.6139	eV

Geometry as ORCA input:
```
! RIJCOSX wB97M-V def2-TZVPD def2/J DEFGRID3
* xyz 4 3
N -6.3880 -1.0464 4.2016
C -5.3868 -0.4667 4.8781
C -4.4153 0.3355 4.2553
C -4.4961 0.5459 2.8517
C -5.5638 -0.0886 2.1667
C -6.4790 -0.8632 2.8888
C -3.5265 1.3299 2.1123
W -1.1576 -0.0370 -3.2956
P 2.9400 1.6018 -0.9361
C -3.6689 1.6160 0.7760
C -2.6118 1.8637 -0.1963
C -2.9524 1.7615 -1.5645
C -1.8987 1.7691 -2.5485
C -0.5802 1.2088 -1.8784
C -0.1803 1.6409 -0.6371
C -1.2385 2.0440 0.2060
Br -0.6269 -0.6514 -5.5181
H -2.6727 1.7174 2.6733
H -4.6919 1.6305 0.3502
H -3.6372 0.7882 4.8698
H -5.7036 0.0036 1.0922
H -5.3660 -0.6495 5.9584
H -7.3084 -1.3475 2.3643
H -3.9988 1.6810 -1.8786
H -1.0547 2.4645 1.2187
H -1.7402 2.5852 -3.2926
H 0.9061 1.6292 -0.3879
P -0.8234 -1.8383 -1.9845
C 3.5215 3.2965 -1.3139
C 4.7962 3.4619 -2.1578
H 3.6319 3.8433 -0.3571
H 2.6807 3.7703 -1.8601
H 5.2824 4.4208 -1.9026
H 5.5212 2.6510 -1.9978
H 4.5528 3.5142 -3.2278
C 2.9400 0.6259 -2.4945
C 3.1619 1.2759 -3.8569
H 1.9183 0.1807 -2.5219
H 3.6456 -0.2107 -2.3429
H 3.1266 0.4881 -4.6271
H 2.3441 1.9811 -4.0575
H 4.1173 1.7937 -3.9752
C 3.8129 0.5495 0.2815
C 5.3261 0.6376 0.2699
H 3.4976 -0.4862 0.0575
H 3.4018 0.8067 1.2695
H 5.7156 0.0026 1.0709
H 5.7613 0.2711 -0.6648
H 5.6904 1.6492 0.4580
C 0.4492 -2.0834 -0.7061
C 1.7754 -2.6891 -1.1553
H -0.0157 -2.7238 0.0577
H 0.6054 -1.1004 -0.2310
H 1.6350 -3.6694 -1.6271
H 2.3351 -2.0432 -1.8473
H 2.4013 -2.8349 -0.2646
C -0.8499 -3.3157 -3.0401
C -2.0555 -3.4895 -3.9638
H -0.7417 -4.1589 -2.3415
H 0.0805 -3.2685 -3.6227
H -2.1759 -4.5621 -4.1605
H -3.0015 -3.1253 -3.5489
H -1.9055 -3.0076 -4.9350
C -2.4415 -1.7439 -1.1250
C -2.3334 -1.6783 0.4186
H -3.0221 -2.6323 -1.4236
H -3.0005 -0.8625 -1.5036
H -3.3352 -1.6256 0.8599
H -1.8452 -2.5729 0.8203
H -1.7781 -0.7956 0.7612
C 2.8144 -1.1829 5.1245
N 1.8579 -0.1510 4.8164
C 1.3099 0.0256 3.5736
N 0.3531 1.0338 3.5705
O 1.5873 -0.6436 2.5728
H 3.0329 -1.7495 4.2133
H 2.4243 -1.8643 5.8927
H 3.7396 -0.7344 5.5081
H 1.4927 0.4209 5.5671
H 0.0445 1.3349 2.6569
H 0.4387 1.7425 4.2878
*
```

Record 3
DFT (wB97M-V/def2-TZVPD) results for a structure of composition C27H46BrNOP2Ru.

## Properties
<S²>	6.10
electronic energy	-123434.8520	eV

Geometry as ORCA input:
```
! RIJCOSX wB97M-V def2-TZVPD def2/J DEFGRID3
* xyz 4 5
N 3.1280 0.6278 5.7980
C 3.4241 -0.2929 4.8780
C 3.3996 -0.0155 3.5070
C 3.0104 1.2817 3.0931
C 2.8061 2.2709 4.0874
C 2.8484 1.8804 5.4317
C 2.7291 1.5664 1.7041
Ru -1.1070 2.4088 -2.6953
P -1.8159 0.2290 -2.8780
C 2.0214 2.6579 1.2746
C 1.8157 2.9464 -0.1266
C 0.8208 3.8531 -0.5272
C 0.2574 3.6553 -1.8208
C 0.7169 2.4273 -2.4943
C 2.0113 1.9291 -2.3314
C 2.5756 2.2316 -1.0936
Br -2.0862 3.7802 -4.4481
H 3.0381 0.8106 0.9763
H 1.4954 3.3045 1.9905
H 3.6276 -0.7837 2.7701
H 2.5972 3.3122 3.8438
H 3.7046 -1.2937 5.2167
H 2.6537 2.6144 6.2214
H 0.5079 4.6758 0.1140
H 3.5870 1.9308 -0.8158
H -0.1823 4.4824 -2.4037
H 2.4658 1.3005 -3.0989
P -1.7719 0.1980 0.4260
C -0.3182 -0.3316 -3.8287
C -0.3909 -0.3728 -5.3488
H -0.0335 -1.3033 -3.3950
H 0.4510 0.4039 -3.5332
H 0.5843 -0.7094 -5.7342
H -1.1472 -1.0718 -5.7341
H -0.5643 0.6330 -5.7571
C -3.4534 0.7910 -3.6105
C -3.7141 0.4386 -5.0746
H -3.4758 1.8938 -3.4985
H -4.2468 0.3994 -2.9483
H -4.0042 1.3395 -5.6289
H -2.8338 0.0104 -5.5664
H -4.5592 -0.2569 -5.1738
C -2.3357 -1.4122 -2.2008
C -2.7478 -2.3762 -3.3146
H -3.1834 -1.2037 -1.5360
H -1.5260 -1.8330 -1.5756
H -3.3859 -3.1719 -2.9053
H -3.3307 -1.8702 -4.0982
H -1.8736 -2.8583 -3.7758
C -2.5203 -1.1640 1.4646
C -3.5995 -2.0233 0.8250
H -2.9143 -0.6601 2.3579
H -1.6708 -1.7871 1.7861
H -4.0375 -2.6628 1.6026
H -4.4109 -1.4147 0.4030
H -3.1818 -2.6819 0.0512
C -3.2590 1.3046 0.2177
C -2.8677 2.7145 -0.1848
H -3.7745 1.2786 1.1896
H -3.9047 0.8350 -0.5435
H -3.7615 3.2718 -0.4930
H -2.3553 3.2513 0.6208
H -2.1442 2.6938 -1.0617
C -0.9258 1.1567 1.7592
C -0.2946 0.3380 2.8782
H -1.6616 1.8603 2.1706
H -0.1691 1.7691 1.2481
H 0.2438 1.0095 3.5551
H -1.0496 -0.1931 3.4674
H 0.4256 -0.3911 2.4850
C 1.7035 -3.7270 0.2442
C 0.7098 -2.6893 -0.2451
O 1.1809 -1.3706 0.0362
H 2.6603 -3.6732 -0.2855
H 1.2892 -4.7242 0.0723
H 1.8830 -3.6313 1.3199
H 0.5496 -2.8134 -1.3309
H -0.2513 -2.8343 0.2752
H 0.4363 -0.7400 -0.1216
*
```